Entry 1:
DFT (ωB97M-V with the def2-TZVPD basis set) results for C41H40N7O4STi as an isolated structure in a non-equilibrium geometry.

Element x y z (Å)
Ti1 10.515 16.387 9.899
C1 6.464 15.354 10.393
C2 7.883 15.186 10.788
N1 8.704 16.268 10.810
N2 8.055 17.463 10.754
C3 8.935 18.459 10.715
O1 10.167 18.267 10.345
C4 8.304 19.766 10.868
C5 6.905 19.768 11.193
C6 6.202 20.938 11.133
C7 6.833 22.159 10.750
C8 8.188 22.153 10.406
C9 8.956 20.991 10.595
C10 8.285 13.887 11.237
C11 7.479 12.753 10.831
C12 7.575 11.560 11.524
C13 8.462 11.457 12.604
C14 9.315 12.518 12.791
N3 9.212 13.691 12.157
H1 6.260 16.414 10.398
H2 6.277 14.952 9.412
H3 5.787 14.846 11.108
H4 6.435 18.803 11.429
H5 5.163 20.986 11.422
H6 6.276 23.096 10.732
H7 8.644 23.050 10.050
H8 10.053 21.046 10.499
H9 6.791 12.936 10.021
H10 6.951 10.704 11.227
H11 8.458 10.652 13.343
H12 10.160 12.466 13.457
C15 15.411 14.684 7.284
C16 14.678 14.212 8.387
C17 13.604 14.920 8.918
C18 13.212 16.113 8.256
C19 14.031 16.653 7.277
C20 15.032 15.915 6.738
N4 11.930 16.646 8.375
N5 11.693 17.599 7.475
C21 10.430 17.723 7.083
C22 10.125 18.641 6.018
C23 8.829 18.884 5.666
C24 7.818 18.110 6.274
C25 8.215 17.168 7.237
N6 9.459 17.083 7.737
H13 16.302 14.143 6.927
H14 14.971 13.229 8.783
H15 12.993 14.593 9.783
H16 13.747 17.633 6.873
H17 15.558 16.286 5.866
H18 10.992 19.118 5.605
H19 8.556 19.658 4.961
H20 6.761 18.357 6.271
H21 7.563 16.390 7.610
C26 11.929 8.308 7.203
C27 11.433 9.727 7.364
C28 10.180 10.152 6.881
C29 9.663 11.409 7.163
C30 10.422 12.284 7.937
C31 11.639 11.863 8.511
C32 12.180 10.680 8.102
S1 9.956 13.990 8.064
O2 8.523 14.228 8.267
O3 10.638 14.621 6.933
O4 10.691 14.587 9.400
H22 12.839 8.251 6.619
H23 11.138 7.716 6.743
H24 12.128 7.821 8.166
H25 9.580 9.435 6.311
H26 8.698 11.649 6.755
H27 12.182 12.518 9.194
H28 13.203 10.394 8.439
C33 10.900 17.100 15.290
N7 11.366 15.811 14.887
C34 11.118 14.800 15.890
C35 11.277 15.389 13.470
C36 12.202 16.249 12.649
C37 13.400 16.627 13.257
C38 14.216 17.615 12.741
C39 13.923 18.152 11.480
C40 12.715 17.841 10.921
C41 11.868 16.777 11.420
H29 10.202 17.503 14.580
H30 11.720 17.844 15.357
H31 10.538 17.113 16.331
H32 10.052 14.530 15.917
H33 11.406 15.210 16.869
H34 11.739 13.885 15.696
H35 10.260 15.443 13.065
H36 11.620 14.348 13.446
H37 13.714 16.065 14.162
H38 15.138 17.864 13.227
H39 14.539 18.888 10.984
H40 12.368 18.392 10.079

2S+1: 2
DFT total energy in eV: -95734.3133
Relative energy (zero: lowest compared OMol25 entry of this formula, charge and spin) in kJ/mol: 279.8
HOMO level (spin up / spin down) in Eh: -0.2381 / -0.2725
Orbital gap (spin up / spin down) in eV: 5.2 / 6.1
LUMO energy (spin up / spin down) in eV: -1.30 / -1.31

Entry 2:
DFT (ωB97M-V with the def2-TZVPD basis set) results for C41H40NO7P3Pd as an isolated structure in a non-equilibrium geometry.

Element x y z (Å)
Pd1 -0.106 0.555 0.431
C1 -2.596 -0.119 2.458
P1 -2.440 0.771 0.863
C2 -3.658 0.016 -0.281
C3 -3.893 -1.357 -0.323
C4 -4.822 -1.879 -1.210
C5 -5.517 -1.045 -2.073
C6 -5.276 0.318 -2.052
C7 -4.353 0.844 -1.161
C8 -3.313 2.342 1.236
C9 -2.820 3.589 0.888
C10 -3.548 4.743 1.161
C11 -4.788 4.656 1.768
C12 -5.305 3.409 2.097
C13 -4.576 2.265 1.833
C14 -1.229 -0.325 3.015
C15 -0.796 -1.121 4.040
C16 0.617 -0.957 4.116
C17 0.957 -0.070 3.132
C18 2.265 0.388 2.597
P2 2.142 0.106 0.800
C19 3.470 1.107 0.058
C20 3.549 1.261 -1.325
C21 4.587 1.982 -1.894
C22 5.551 2.569 -1.088
C23 5.479 2.429 0.289
C24 4.445 1.697 0.859
C25 2.683 -1.609 0.520
C26 3.269 -2.001 -0.679
C27 3.598 -3.329 -0.896
C28 3.344 -4.281 0.080
C29 2.756 -3.899 1.274
C30 2.414 -2.572 1.491
N1 -0.170 0.367 2.468
H1 -3.121 -1.063 2.310
H2 -3.205 0.505 3.117
H3 -3.333 -2.020 0.316
H4 -4.995 -2.947 -1.227
H5 -6.244 -1.459 -2.760
H6 -5.810 0.978 -2.724
H7 -4.186 1.915 -1.145
H8 -1.885 3.658 0.366
H9 -3.142 5.708 0.889
H10 -5.358 5.551 1.976
H11 -6.284 3.329 2.551
H12 -5.000 1.299 2.083
H13 -1.411 -1.745 4.667
H14 1.291 -1.426 4.814
H15 3.114 -0.136 3.039
H16 2.401 1.465 2.737
H17 2.792 0.817 -1.958
H18 4.639 2.087 -2.970
H19 6.363 3.131 -1.533
H20 6.228 2.882 0.924
H21 4.410 1.592 1.934
H22 3.473 -1.278 -1.456
H23 4.047 -3.621 -1.836
H24 3.596 -5.319 -0.096
H25 2.536 -4.636 2.036
H26 1.922 -2.298 2.413
C31 2.203 5.029 -1.792
O1 0.888 4.474 -1.710
P3 0.807 2.928 -1.162
O2 1.058 3.140 0.425
C32 0.507 4.184 1.234
O3 -0.811 2.799 -1.272
C33 -1.302 2.442 -2.572
H27 2.105 6.112 -1.762
H28 2.683 4.735 -2.726
H29 2.829 4.707 -0.956
H30 -0.213 3.744 1.923
H31 0.034 4.950 0.621
H32 1.328 4.625 1.799
H33 -0.514 1.977 -3.170
H34 -1.664 3.338 -3.077
H35 -2.107 1.722 -2.442
O4 0.173 -0.729 -1.275
C34 -0.349 -1.781 -0.767
O5 -1.178 -1.713 0.152
C35 0.075 -3.119 -1.290
C36 0.583 -3.220 -2.578
C37 0.981 -4.451 -3.113
C38 0.859 -5.540 -2.288
O6 1.192 -6.841 -2.558
C39 0.879 -7.581 -1.377
O7 0.376 -6.673 -0.401
C40 0.365 -5.436 -1.002
C41 -0.050 -4.247 -0.470
H36 0.677 -2.317 -3.162
H37 1.366 -4.543 -4.117
H38 1.787 -8.056 -0.998
H39 0.113 -8.326 -1.611
H40 -0.439 -4.155 0.532

DFT total energy in eV: -90336.5003
Relative energy (zero: lowest compared OMol25 entry of this formula, charge and spin) in kJ/mol: 136.0
HOMO level in Eh: -0.2629
Orbital gap in eV: 7.0
LUMO energy in eV: -0.11

Entry 3:
DFT (ωB97M-V with the def2-TZVPD basis set) results for C41H41AsF6N7O5S3SiSrTe as an isolated structure in a non-equilibrium geometry.

Element x y z (Å)
Sr1 0.026 2.219 -0.902
C1 -0.844 3.081 4.588
N1 -0.952 3.479 3.192
C2 -0.495 4.823 2.866
C3 -0.955 2.557 2.220
O1 -0.836 2.844 1.031
C4 -1.276 1.128 2.619
O2 -1.146 0.310 1.474
C5 -2.065 -0.723 1.351
C6 -3.445 -0.236 0.900
O3 -3.706 0.943 0.781
N2 -4.333 -1.227 0.560
C7 -5.609 -0.869 -0.023
C8 -4.148 -2.616 0.943
H1 -0.983 3.966 5.207
H2 0.147 2.660 4.795
H3 -1.612 2.353 4.852
H4 -1.045 5.548 3.470
H5 -0.671 5.023 1.817
H6 0.577 4.911 3.060
H7 -2.299 1.108 3.012
H8 -0.573 0.798 3.385
H9 -2.132 -1.324 2.267
H10 -1.663 -1.354 0.557
H11 -5.612 0.199 -0.219
H12 -6.440 -1.108 0.650
H13 -5.752 -1.410 -0.963
H14 -3.107 -2.924 0.863
H15 -4.734 -3.249 0.275
H16 -4.485 -2.805 1.970
O4 1.679 1.494 -2.290
N3 2.883 1.269 -1.777
C9 3.965 1.762 -2.417
C10 5.234 1.532 -1.965
C11 5.406 0.795 -0.785
C12 4.304 0.324 -0.119
C13 3.004 0.554 -0.607
S1 1.601 -0.025 0.190
H17 3.738 2.352 -3.293
H18 6.072 1.941 -2.512
H19 6.402 0.608 -0.400
H20 4.381 -0.217 0.813
F1 -2.128 2.778 -1.292
As1 -1.812 4.217 -2.249
F2 -3.372 4.037 -2.945
F3 -0.174 4.332 -1.609
F4 -1.543 5.620 -3.195
F5 -2.426 5.182 -0.987
F6 -1.121 3.231 -3.538
S2 -1.519 0.150 -5.011
C14 -2.958 0.348 -4.094
C15 -2.654 0.470 -2.781
N4 -1.305 0.413 -2.492
C16 -0.601 0.242 -3.568
H21 -3.925 0.369 -4.573
H22 -3.364 0.621 -1.978
H23 0.485 0.217 -3.567
O5 1.792 3.152 0.185
N5 2.704 3.746 -0.440
C17 2.716 5.062 -0.477
C18 1.759 5.943 0.145
N6 1.004 6.645 0.658
C19 3.797 5.678 -1.205
N7 4.645 6.209 -1.776
Te1 2.436 1.849 2.775
C20 3.030 1.879 4.831
C21 3.250 2.935 5.685
C22 3.665 2.562 7.003
C23 3.755 1.212 7.164
S3 3.336 0.413 5.696
H24 3.129 3.962 5.360
H25 3.879 3.273 7.795
H26 4.052 0.650 8.039
C24 -1.673 -5.602 2.261
C25 -0.595 -4.761 2.512
C26 -0.087 -3.955 1.501
C27 -0.633 -3.967 0.207
C28 -1.719 -4.821 -0.020
C29 -2.230 -5.631 0.990
Si1 -0.011 -2.741 -1.087
C30 -1.100 -3.038 -2.602
C31 -2.461 -2.721 -2.575
C32 -3.279 -2.929 -3.679
C33 -2.749 -3.452 -4.851
C34 -1.397 -3.760 -4.909
C35 -0.585 -3.552 -3.800
C36 1.792 -3.032 -1.506
C37 2.366 -2.385 -2.607
C38 3.713 -2.523 -2.905
C39 4.530 -3.304 -2.095
C40 3.986 -3.938 -0.988
C41 2.632 -3.803 -0.698
H27 -2.076 -6.222 3.053
H28 -0.154 -4.727 3.501
H29 0.741 -3.284 1.721
H30 -2.165 -4.864 -1.006
H31 -3.066 -6.289 0.779
H32 -2.891 -2.291 -1.671
H33 -4.330 -2.670 -3.628
H34 -3.387 -3.611 -5.713
H35 -0.973 -4.172 -5.818
H36 0.466 -3.814 -3.856
H37 1.748 -1.752 -3.237
H38 4.132 -2.015 -3.766
H39 5.583 -3.410 -2.324
H40 4.615 -4.540 -0.343
H41 2.221 -4.313 0.167

Charge: -2
2S+1: 2
DFT total energy in eV: -189510.6886
Relative energy (zero: lowest compared OMol25 entry of this formula, charge and spin) in kJ/mol: 209.1
HOMO level (spin up / spin down) in Eh: -0.0341 / -0.0331
Orbital gap (spin up / spin down) in eV: 4.5 / 4.0
LUMO energy (spin up / spin down) in eV: 3.53 / 3.12

Entry 4:
DFT (ωB97M-V with the def2-TZVPD basis set) results for C41H41CaN5O4PS as an isolated structure in a non-equilibrium geometry.

Element x y z (Å)
Ca1 -0.674 0.219 -0.720
S1 4.079 0.569 0.692
C1 3.226 0.058 2.112
C2 3.718 -0.212 3.388
C3 2.816 -0.610 4.354
C4 1.450 -0.745 4.059
C5 0.970 -0.479 2.796
C6 1.873 -0.067 1.816
N1 1.535 0.227 0.500
C7 2.585 0.564 -0.185
C8 2.503 0.876 -1.640
C9 3.647 1.024 -2.389
C10 3.638 1.127 -3.808
C11 2.448 1.101 -4.449
C12 1.206 1.106 -3.670
C13 1.210 0.937 -2.223
H1 4.769 -0.114 3.620
H2 3.168 -0.825 5.353
H3 0.766 -1.068 4.831
H4 -0.081 -0.614 2.563
H5 4.617 1.035 -1.900
H6 4.573 1.191 -4.345
H7 2.401 1.131 -5.530
H8 0.363 0.592 -4.148
O1 -3.061 -2.134 -1.763
C14 -1.990 -1.789 -2.235
O2 -1.610 -0.567 -2.421
C15 -0.918 -2.839 -2.561
P1 0.693 -2.376 -1.783
C16 1.934 -3.442 -2.550
C17 1.849 -4.835 -2.522
C18 2.822 -5.605 -3.137
C19 3.892 -4.991 -3.780
C20 3.987 -3.609 -3.809
C21 3.008 -2.837 -3.194
C22 0.537 -3.034 -0.082
C23 1.695 -3.197 0.685
C24 1.613 -3.541 2.022
C25 0.371 -3.707 2.626
C26 -0.782 -3.534 1.881
C27 -0.703 -3.203 0.530
H9 -0.747 -2.811 -3.641
H10 -1.262 -3.835 -2.282
H11 1.024 -5.318 -2.012
H12 2.750 -6.683 -3.116
H13 4.652 -5.595 -4.257
H14 4.819 -3.131 -4.308
H15 3.077 -1.755 -3.220
H16 2.670 -3.054 0.230
H17 2.518 -3.671 2.600
H18 0.308 -3.979 3.672
H19 -1.754 -3.670 2.338
H20 -1.622 -3.095 -0.036
O3 -3.788 0.071 5.813
C28 -4.319 -0.784 4.821
C29 -3.713 -0.436 3.492
C30 -3.946 -1.248 2.392
C31 -3.365 -0.930 1.180
N2 -2.587 0.144 1.007
C32 -2.406 0.960 2.055
C33 -2.929 0.694 3.312
C34 -1.602 2.203 1.820
C35 -1.753 3.315 2.635
C36 -0.982 4.443 2.404
C37 -1.102 5.662 3.287
O4 -2.351 5.764 3.933
C38 -0.075 4.408 1.353
C39 0.006 3.265 0.583
N3 -0.745 2.185 0.793
H21 -4.241 -0.097 6.644
H22 -5.408 -0.678 4.743
H23 -4.106 -1.837 5.041
H24 -4.565 -2.133 2.465
H25 -3.516 -1.542 0.297
H26 -2.723 1.342 4.149
H27 -2.480 3.322 3.434
H28 -0.865 6.560 2.708
H29 -0.358 5.590 4.084
H30 -3.022 5.993 3.280
H31 0.554 5.258 1.123
H32 0.703 3.206 -0.245
N4 -0.471 3.568 -4.510
C40 -1.759 3.074 -4.001
C41 -1.835 3.290 -2.495
N5 -2.921 2.601 -1.809
H33 -0.464 3.561 -5.525
H34 0.808 2.151 -3.780
H35 -0.343 4.539 -4.241
H36 -1.830 2.001 -4.207
H37 -2.621 3.549 -4.485
H38 -1.914 4.358 -2.266
H39 -0.878 2.967 -2.070
H40 -2.839 1.600 -1.964
H41 -3.821 2.860 -2.200

Charge: +1
DFT total energy in eV: -97383.3561
Relative energy (zero: lowest compared OMol25 entry of this formula, charge and spin) in kJ/mol: 139.5
HOMO level in Eh: -0.3826
Orbital gap in eV: 7.0
LUMO energy in eV: -3.46

Entry 5:
DFT (ωB97M-V with the def2-TZVPD basis set) results for C41H41F3N4O3OsSb as an isolated structure in a non-equilibrium geometry.

Element x y z (Å)
Os1 0.267 0.469 0.115
C1 -5.038 5.790 2.343
C2 -5.589 4.410 2.701
N1 -4.670 3.301 2.419
C3 -5.011 2.389 1.338
C4 -4.718 2.979 -0.044
C5 -3.591 3.182 3.220
O1 -3.369 3.912 4.167
C6 -2.575 2.076 3.006
C7 -2.077 1.502 4.181
C8 -1.045 0.577 4.113
C9 -0.499 0.286 2.885
N2 -0.956 0.853 1.742
C10 -1.989 1.725 1.811
H1 -5.808 6.534 2.542
H2 -4.776 5.848 1.285
H3 -4.169 6.036 2.947
H4 -6.509 4.224 2.151
H5 -5.814 4.404 3.769
H6 -6.079 2.175 1.402
H7 -4.488 1.442 1.480
H8 -5.356 3.839 -0.238
H9 -4.910 2.236 -0.821
H10 -3.679 3.313 -0.117
H11 -2.496 1.810 5.131
H12 -0.644 0.113 5.003
H13 0.336 -0.401 2.810
H14 -2.315 2.152 0.871
N3 -1.477 1.317 -3.511
C11 -1.489 2.596 -3.004
C12 -1.139 2.489 -1.699
N4 -0.931 1.144 -1.412
C13 -1.132 0.468 -2.550
H15 -1.700 1.070 -4.467
H16 -1.739 3.459 -3.598
H17 -1.025 3.270 -0.967
H18 -1.052 -0.600 -2.677
C14 8.382 0.154 -0.203
C15 6.900 0.124 -0.129
C16 6.237 0.147 1.099
C17 4.865 0.112 1.207
C18 4.310 0.217 2.599
C19 4.089 0.055 -0.007
C20 4.760 0.031 -1.281
C21 4.070 -0.015 -2.614
C22 6.134 0.056 -1.300
C23 2.665 0.067 0.030
O2 1.901 0.246 -1.017
O3 1.928 -0.058 1.109
H19 8.834 0.349 0.766
H20 8.723 0.895 -0.928
H21 8.755 -0.808 -0.570
H22 6.828 0.206 2.004
H23 5.044 -0.128 3.323
H24 3.392 -0.333 2.752
H25 4.107 1.269 2.823
H26 3.643 0.963 -2.847
H27 3.263 -0.742 -2.652
H28 4.786 -0.260 -3.394
H29 6.641 0.031 -2.257
F1 -6.372 -4.273 0.763
C24 -5.118 -3.857 0.711
C25 -4.249 -4.217 1.730
C26 -2.935 -3.782 1.674
C27 -2.514 -3.009 0.598
C28 -3.404 -2.648 -0.413
C29 -4.717 -3.075 -0.364
Sb1 -0.455 -2.529 0.260
C30 0.616 -3.277 1.940
C31 0.161 -3.117 3.249
C32 0.902 -3.619 4.304
C33 2.105 -4.254 4.031
F2 2.813 -4.734 5.037
C34 2.589 -4.400 2.738
C35 1.839 -3.900 1.690
C36 -0.088 -4.149 -1.099
C37 -0.347 -5.430 -0.622
C38 -0.193 -6.514 -1.465
C39 0.218 -6.293 -2.774
F3 0.361 -7.330 -3.583
C40 0.485 -5.024 -3.260
C41 0.328 -3.942 -2.409
H30 -4.604 -4.835 2.543
H31 -2.248 -4.073 2.459
H32 -3.073 -2.053 -1.258
H33 -5.428 -2.832 -1.142
H34 -0.786 -2.628 3.451
H35 0.563 -3.542 5.329
H36 3.535 -4.898 2.572
H37 2.200 -4.023 0.675
H38 -0.672 -5.589 0.400
H39 -0.389 -7.523 -1.129
H40 0.806 -4.901 -4.286
H41 0.542 -2.944 -2.773

Charge: +3
2S+1: 5
DFT total energy in eV: -72415.1812
HOMO level (spin up / spin down) in Eh: -0.5657 / -0.5658
Orbital gap (spin up / spin down) in eV: 7.3 / 2.9
LUMO energy (spin up / spin down) in eV: -8.09 / -12.49